# 1
{
  "formula": "C4H7NO",
  "method": "ωB97M-V with the def2-TZVPD basis set",
  "species": ["O", "N", "C", "C", "C", "C", "H", "H", "H", "H", "H", "H", "H"],
  "positions_angstrom": [[2.00, 1.22, 0.14], [1.44, -0.10, -0.17], [0.31, 0.00, -1.11], [1.19, 0.56, 1.06], [-0.76, -0.87, -0.52], [-1.75, -0.38, 0.21], [1.66, 0.13, 1.94], [-1.91, 0.70, 0.29], [0.20, 1.00, 1.23], [-0.03, 1.04, -1.20], [0.66, -0.34, -2.09], [-0.59, -1.95, -0.58], [-2.41, -1.01, 0.80]],
  "e_tot_ev": -7795.4950,
  "homo_energy_ev": -9.60,
  "largest_force_ev_per_a": 0.35,
  "charge": 0,
  "smiles": "C=CCN1CO1",
  "orbital_gap_ev": 10.718
}

# 2
{
  "formula": "C40H37N2O",
  "method": "ωB97M-V with the def2-TZVPD basis set",
  "species": ["O", "N", "N", "C", "C", "C", "C", "C", "C", "C", "C", "C", "C", "C", "C", "C", "C", "C", "C", "C", "C", "C", "C", "C", "C", "C", "C", "C", "C", "C", "C", "C", "C", "C", "C", "C", "C", "C", "C", "C", "C", "C", "C", "H", "H", "H", "H", "H", "H", "H", "H", "H", "H", "H", "H", "H", "H", "H", "H", "H", "H", "H", "H", "H", "H", "H", "H", "H", "H", "H", "H", "H", "H", "H", "H", "H", "H", "H", "H", "H"],
  "positions_angstrom": [[-5.19, -2.12, 2.57], [-4.54, -1.13, 0.55], [-2.31, -1.37, 0.70], [1.39, -2.95, -0.76], [1.89, -3.03, 2.87], [2.66, -1.65, -2.88], [-0.78, -2.31, 3.17], [4.70, 0.50, -1.50], [0.19, -1.31, 3.03], [2.52, -3.51, -1.34], [-3.37, -1.13, -0.31], [-4.35, -1.85, 1.72], [-5.89, -0.95, 0.04], [0.93, -1.67, -1.17], [4.50, 2.25, -3.16], [0.16, 3.16, 0.90], [-1.27, 5.31, -1.88], [-2.24, -1.94, 3.14], [-1.03, -1.69, 0.28], [2.18, 1.98, 1.65], [1.55, 2.40, -0.82], [2.76, 1.97, -1.48], [1.33, 2.37, 0.61], [3.18, -2.85, -2.39], [1.53, -1.67, 2.85], [-1.21, 4.76, -0.59], [0.73, 3.12, 3.24], [-2.87, -2.20, 1.77], [0.93, -4.01, 3.15], [-0.18, -0.99, -0.51], [1.55, -1.07, -2.28], [-3.48, -2.28, -1.34], [-0.41, -3.65, 3.30], [-3.10, 0.20, -1.02], [0.35, 3.69, -2.71], [3.29, 2.64, -2.61], [-0.13, 3.54, 2.21], [-0.34, 3.70, -0.36], [1.88, 2.36, 2.95], [0.51, 3.21, -1.41], [3.48, 0.87, -0.96], [-0.50, 4.78, -2.93], [5.22, 1.18, -2.61], [0.87, -3.50, 0.03], [-1.81, 5.15, 0.22], [3.15, -1.14, -3.71], [-4.02, 0.56, -1.52], [-6.08, 0.11, -0.13], [-6.02, -1.49, -0.92], [0.89, 3.24, -3.54], [-2.33, 0.03, -1.78], [-0.32, 0.07, -0.71], [-1.02, 4.14, 2.40], [-3.73, -3.22, -0.83], [2.92, -3.31, 2.67], [1.16, -0.11, -2.64], [-2.76, 0.97, -0.30], [4.90, 2.79, -4.02], [-2.38, -0.88, 3.39], [2.90, -4.47, -0.98], [-2.75, -3.28, 1.49], [-0.72, -2.67, 0.66], [-6.62, -1.34, 0.77], [-2.81, -2.56, 3.85], [6.18, 0.87, -3.03], [-4.28, -2.04, -2.05], [2.28, -0.90, 2.69], [0.51, 3.40, 4.26], [1.22, -5.06, 3.24], [-1.93, 6.16, -2.08], [-2.53, -2.37, -1.88], [2.77, 3.51, -3.01], [5.23, -0.35, -1.06], [4.09, -3.27, -2.82], [3.09, 1.43, 1.45], [-1.18, -4.40, 3.49], [2.55, 2.07, 3.76], [3.03, 0.29, -0.15], [-0.11, -0.26, 3.02], [-0.56, 5.22, -3.93]],
  "e_tot_ev": -47101.6757,
  "homo_energy_ev": -9.73,
  "largest_force_ev_per_a": 1.87,
  "charge": 1,
  "orbital_gap_ev": 3.775
}

# 3
{
  "formula": "C2H2Cl3NO",
  "method": "ωB97M-V with the def2-TZVPD basis set",
  "species": ["Cl", "Cl", "Cl", "O", "N", "C", "C", "H", "H"],
  "positions_angstrom": [[0.72, 0.86, 2.89], [-2.08, 1.08, -1.29], [0.02, -1.83, 1.88], [-1.26, -0.76, -2.94], [-0.88, -0.10, -2.07], [0.87, 0.17, 0.34], [0.50, -0.19, 1.57], [1.51, 1.03, 0.23], [0.61, -0.27, -0.61]],
  "e_tot_ev": -43207.6496,
  "homo_energy_ev": -9.44,
  "largest_force_ev_per_a": 2.32,
  "charge": 0,
  "smiles": "C=C(Cl)Cl.O=NCl",
  "orbital_gap_ev": 8.068
}

# 4
{
  "formula": "C3H4FO2S",
  "method": "ωB97M-V with the def2-TZVPD basis set",
  "species": ["S", "F", "O", "O", "C", "C", "C", "H", "H", "H", "H"],
  "positions_angstrom": [[1.67, -0.75, -0.64], [-2.98, 1.01, -0.85], [-1.01, -1.61, 0.06], [-3.26, -1.63, 0.11], [-1.13, 1.30, 0.49], [-2.07, 0.47, 0.00], [-2.16, -1.05, 0.09], [-0.41, 0.98, 1.11], [0.33, -1.21, -0.47], [1.93, -1.96, 0.00], [-1.04, 2.28, 0.31]],
  "e_tot_ev": -20824.3183,
  "homo_energy_ev": -5.02,
  "largest_force_ev_per_a": 4.08,
  "charge": -1,
  "orbital_gap_ev": 8.647
}

# 5
{
  "formula": "C76H172N8O29P2",
  "method": "ωB97M-V with the def2-TZVPD basis set",
  "species": ["P", "P", "O", "O", "O", "O", "O", "O", "O", "O", "O", "O", "O", "O", "O", "O", "O", "O", "O", "O", "O", "O", "O", "O", "O", "O", "O", "O", "O", "O", "O", "N", "N", "N", "N", "N", "N", "N", "N", "C", "C", "C", "C", "C", "C", "C", "C", "C", "C", "C", "C", "C", "C", "C", "C", "C", "C", "C", "C", "C", "C", "C", "C", "C", "C", "C", "C", "C", "C", "C", "C", "C", "C", "C", "C", "C", "C", "C", "C", "C", "C", "C", "C", "C", "C", "C", "C", "C", "C", "C", "C", "C", "C", "C", "C", "C", "C", "C", "C", "C", "C", "C", "C", "C", "C", "C", "C", "C", "C", "C", "C", "C", "C", "C", "C", "H", "H", "H", "H", "H", "H", "H", "H", "H", "H", "H", "H", "H", "H", "H", "H", "H", "H", "H", "H", "H", "H", "H", "H", "H", "H", "H", "H", "H", "H", "H", "H", "H", "H", "H", "H", "H", "H", "H", "H", "H", "H", "H", "H", "H", "H", "H", "H", "H", "H", "H", "H", "H", "H", "H", "H", "H", "H", "H", "H", "H", "H", "H", "H", "H", "H", "H", "H", "H", "H", "H", "H", "H", "H", "H", "H", "H", "H", "H", "H", "H", "H", "H", "H", "H", "H", "H", "H", "H", "H", "H", "H", "H", "H", "H", "H", "H", "H", "H", "H", "H", "H", "H", "H", "H", "H", "H", "H", "H", "H", "H", "H", "H", "H", "H", "H", "H", "H", "H", "H", "H", "H", "H", "H", "H", "H", "H", "H", "H", "H", "H", "H", "H", "H", "H", "H", "H", "H", "H", "H", "H", "H", "H", "H", "H", "H", "H", "H", "H", "H", "H", "H", "H", "H", "H", "H", "H", "H", "H", "H", "H", "H", "H", "H", "H", "H", "H", "H", "H", "H", "H", "H"],
  "positions_angstrom": [[-2.63, 2.73, -5.41], [-0.64, 0.46, 1.26], [-1.07, 0.83, 7.40], [-5.32, -2.45, -2.53], [2.50, -4.85, -3.23], [-6.64, -0.81, -0.60], [1.65, -4.64, -8.14], [-6.63, -4.14, -4.37], [3.02, -6.70, -5.58], [-2.93, 4.02, -6.06], [-1.63, 7.59, 4.37], [1.74, -6.93, -1.38], [-1.74, 4.58, 3.97], [2.02, 0.46, 6.47], [2.48, 4.34, 3.77], [-4.26, 3.77, 2.55], [3.66, -4.87, 1.26], [0.76, 7.48, 1.71], [-0.08, -2.43, -6.01], [4.77, 2.90, 4.27], [-1.92, 1.12, 1.71], [-2.40, 4.78, -0.76], [1.71, -6.90, -10.11], [5.31, 3.72, 0.00], [-2.26, 7.55, 0.09], [5.79, -5.52, -0.62], [7.13, 0.49, 2.96], [2.26, 4.92, -3.50], [-2.18, -1.79, 6.93], [3.29, 5.80, -0.94], [3.85, -1.83, 3.27], [-1.27, 2.88, -4.36], [-3.59, -5.16, 3.48], [0.34, 0.01, 2.50], [0.85, -4.85, 5.59], [0.07, 1.54, 0.28], [-3.89, 2.26, -4.49], [-0.97, -0.95, 0.40], [-2.20, 1.36, -6.26], [1.07, 4.64, 4.12], [0.46, -6.99, -9.39], [-3.50, -5.54, 2.23], [-2.54, 6.88, 3.58], [0.08, -1.95, 0.12], [-0.24, -0.95, 3.45], [4.37, 4.48, 0.73], [-3.59, 3.01, 3.61], [7.16, -0.85, 2.67], [-1.92, 5.60, 2.97], [2.28, 6.24, -3.00], [-2.41, 0.57, 6.93], [-0.03, -5.01, 3.35], [1.22, 1.64, 6.94], [-2.84, 3.90, 4.52], [-2.83, 3.43, -0.71], [0.89, -3.41, -6.33], [3.92, -1.98, 4.67], [-0.47, 1.77, -3.84], [5.70, -6.04, 0.67], [1.31, 0.97, 3.06], [5.92, 0.89, 3.51], [3.75, -6.63, -4.39], [1.32, 8.11, 2.86], [1.64, -5.89, 5.30], [1.72, -0.72, 7.20], [5.99, 2.35, 3.74], [-0.36, 8.17, 1.16], [-5.67, -2.84, -1.19], [3.71, -5.19, -3.85], [-2.78, -0.70, 7.60], [1.37, -5.57, -1.21], [2.16, 6.29, -1.50], [-3.21, 0.66, -7.03], [1.13, 1.25, -0.67], [2.48, -4.76, -1.80], [-3.47, 5.64, -0.89], [3.06, 4.77, 0.01], [2.90, 4.72, -4.72], [-1.77, -0.63, -0.78], [0.11, 2.97, 0.75], [-2.25, 8.68, 5.04], [-0.91, 7.27, 0.14], [4.17, -4.11, 2.32], [-0.26, 1.60, 6.51], [-0.54, -2.50, -4.67], [-2.70, -3.01, 7.49], [3.19, -2.96, 2.59], [-3.57, -3.84, 3.61], [6.00, -4.14, -0.79], [-6.44, -2.09, -3.26], [-0.92, 4.21, -3.85], [2.42, -4.73, -9.33], [0.85, -6.05, 3.08], [5.19, 2.36, -0.04], [4.83, 4.28, 4.41], [2.75, -6.15, -9.53], [-5.31, 2.96, 2.01], [1.26, -3.35, -7.81], [-3.22, -3.33, 1.28], [1.70, -6.50, 4.05], [-6.22, -4.87, -5.49], [-6.38, -2.82, -4.55], [-3.40, -2.92, 2.57], [-5.67, -1.72, -0.22], [-3.24, -4.69, 1.13], [0.01, -4.46, 4.62], [0.81, -7.88, -0.96], [3.42, 4.71, 4.75], [4.31, -6.11, 1.18], [-3.09, 7.10, -1.00], [-5.21, 2.80, -4.83], [-0.94, 1.55, -7.05], [1.74, -7.35, -5.50], [-6.55, 0.48, 0.00], [-3.81, 1.17, -3.49], [1.76, -3.29, -5.68], [4.36, -4.65, 3.25], [-6.63, 0.47, 1.14], [-2.82, 9.30, 4.39], [1.99, 7.35, -1.30], [-0.38, 1.14, 5.52], [0.55, 2.17, -3.74], [-1.11, 8.34, 1.93], [-5.87, -2.16, 0.74], [-3.41, 3.22, -1.61], [5.08, 0.62, 2.75], [1.48, 6.85, -3.43], [1.02, -6.33, 2.03], [-5.61, 3.36, -3.95], [3.31, 6.74, -3.18], [-2.27, -1.48, -1.27], [2.68, -1.22, 7.33], [-3.29, 3.26, 0.26], [-5.13, -4.73, -5.71], [1.61, 2.49, 6.35], [-5.34, -2.64, -4.91], [-0.64, -3.66, 4.82], [-2.64, 5.31, 2.25], [-6.78, -4.43, -6.31], [4.29, -6.67, 2.10], [5.46, 0.36, 4.36], [0.62, 8.23, 3.72], [0.63, -1.62, -0.78], [6.94, -1.39, 3.57], [-3.75, -3.39, 4.62], [6.39, -1.20, 1.95], [2.16, 7.53, 3.12], [1.12, -6.96, -4.68], [-2.51, -0.67, 8.64], [-7.36, 1.09, -0.35], [1.02, 5.66, 4.54], [-2.92, -0.37, -7.24], [-2.92, 8.25, 5.73], [-6.44, -1.05, -3.50], [-0.91, 5.77, 2.50], [-5.93, 2.03, -5.13], [-1.14, 2.09, -7.97], [-2.54, 0.01, -0.44], [-4.37, 2.49, 4.13], [3.13, -6.53, -8.59], [4.76, 2.00, -0.97], [-0.80, 1.45, -2.83], [0.57, -7.39, -8.42], [4.96, 5.40, 0.85], [-5.61, 1.00, -0.31], [-1.74, 4.91, -4.00], [-5.13, 3.47, -5.69], [-2.38, 0.34, 5.87], [-6.42, -6.00, -5.30], [3.47, -5.05, -1.45], [1.03, -8.25, 0.05], [-2.26, -3.87, 7.00], [3.69, -6.70, 0.50], [-4.07, 5.41, -1.77], [4.54, 2.03, 0.78], [-7.34, -2.24, -2.64], [2.74, 3.85, -0.46], [0.27, -1.90, 3.45], [-4.10, 0.59, -6.38], [-3.53, 4.47, 5.11], [1.82, -4.29, -10.16], [3.47, -7.30, -3.58], [-2.81, 1.20, -3.01], [0.72, 3.92, 4.81], [1.07, 3.22, 1.21], [-0.50, 0.57, -7.32], [2.37, -6.16, 6.06], [-0.68, 3.27, 1.47], [-3.58, -6.65, 2.09], [1.32, -0.57, 8.20], [-0.16, -7.41, -0.93], [-4.93, 1.91, 1.91], [3.13, 4.27, 5.76], [6.80, 2.68, 4.39], [6.14, -7.00, 0.71], [8.14, -1.03, 2.26], [5.24, -3.49, -0.38], [0.50, -4.46, -6.13], [0.32, -3.02, -8.27], [0.89, 0.31, -1.13], [0.45, -5.28, -1.70], [2.52, 5.39, -5.49], [6.25, -4.02, -1.85], [0.00, 3.61, -0.19], [6.34, -5.46, 1.36], [-2.31, 3.27, 5.29], [0.04, -5.98, -9.30], [3.62, -6.17, -10.26], [-2.95, 2.25, 3.13], [-4.01, 7.72, -0.86], [-0.99, -3.52, -4.50], [0.84, 1.70, 3.64], [1.68, 9.07, 2.52], [-0.46, 7.35, -0.89], [1.21, -5.36, -0.17], [-4.01, 0.19, -3.96], [1.80, 1.44, 2.21], [-2.39, -3.05, 8.54], [-0.68, -4.52, 2.56], [-1.33, -1.70, -4.62], [1.10, -1.50, 6.71], [-0.06, 4.61, -4.38], [-5.55, 3.49, 1.05], [2.34, 5.14, 0.74], [5.51, 4.67, 5.17], [-1.18, -0.09, -1.55], [4.74, -6.85, -4.75], [2.12, 1.14, -0.15], [-0.18, 2.01, -6.38], [2.97, -2.04, 5.17], [2.31, -3.19, 3.27], [2.05, -2.63, -7.92], [-3.01, 1.46, 7.10], [2.06, 0.52, 3.66], [4.50, -4.99, -3.16], [-4.66, -1.35, -0.09], [1.31, 1.70, 8.05], [4.04, 3.96, 1.67], [3.95, 5.09, -4.57], [-3.06, -5.13, 0.15], [-1.29, -1.11, 3.21], [-0.22, -7.60, -9.97], [-0.64, 4.06, -2.76], [4.58, -1.23, 5.08], [-5.02, -3.66, -0.88], [3.82, -4.61, -4.81], [0.51, 4.57, 3.19], [-4.54, 1.43, -2.71], [0.83, -8.72, -1.67], [0.04, 9.09, 0.65], [0.25, -2.38, -3.94], [-2.62, 7.32, -1.93], [-3.45, 1.13, -8.00], [6.94, -3.98, -0.25], [4.41, -2.96, 4.97], [-3.41, 6.65, 4.19], [-4.08, 5.51, 0.01], [2.76, -2.58, 1.69], [-0.62, 2.62, 6.44], [-7.04, -2.32, -5.27], [5.09, -3.54, 2.08], [6.19, 2.87, 2.74], [-1.96, 2.79, -0.76], [-2.93, 7.44, 2.75], [-3.87, -0.80, 7.54], [-6.70, -3.23, -1.17], [-3.11, -2.71, 0.36], [3.32, -4.11, -9.16], [-1.47, 9.18, 5.60], [-0.25, -0.54, 4.44], [0.82, -1.97, 0.91], [1.25, 5.73, -1.08], [1.27, -7.11, -6.45], [-3.84, -2.97, 7.45], [-0.37, -2.98, -0.04], [-0.63, 6.23, 0.44], [3.41, 5.79, 4.93], [-0.50, 0.95, -4.55], [2.46, -7.21, 3.84], [1.89, -8.40, -5.56], [6.11, 1.84, 0.07], [2.97, 3.70, -5.00], [2.26, -3.71, -1.49], [-3.45, -1.89, 2.86], [1.10, 2.06, -1.38], [5.14, 4.65, 3.44], [-6.22, 2.95, 2.63]],
  "e_tot_ev": -171461.4228,
  "homo_energy_ev": -8.24,
  "largest_force_ev_per_a": 3.36,
  "charge": 0,
  "orbital_gap_ev": 8.591
}

# 6
{
  "formula": "C34H38IrN3O2S3Si",
  "method": "ωB97M-V with the def2-TZVPD basis set",
  "species": ["Ir", "S", "S", "S", "Si", "O", "O", "N", "N", "N", "C", "C", "C", "C", "C", "C", "C", "C", "C", "C", "C", "C", "C", "C", "C", "C", "C", "C", "C", "C", "C", "C", "C", "C", "C", "C", "C", "C", "C", "C", "C", "C", "C", "C", "H", "H", "H", "H", "H", "H", "H", "H", "H", "H", "H", "H", "H", "H", "H", "H", "H", "H", "H", "H", "H", "H", "H", "H", "H", "H", "H", "H", "H", "H", "H", "H", "H", "H", "H", "H", "H", "H"],
  "positions_angstrom": [[-0.57, 0.33, 0.18], [-1.03, -1.35, 1.79], [-2.47, -0.07, -4.13], [-1.83, -0.81, -1.28], [-3.57, -1.62, 4.43], [1.17, -0.30, -0.81], [0.68, 1.47, 1.61], [-2.19, 0.79, 1.29], [-0.93, 1.32, -2.58], [-0.47, 1.68, -1.40], [-4.12, 0.88, 3.17], [1.75, 2.10, 1.69], [0.67, 2.49, -1.46], [-2.99, 1.86, 1.33], [-6.19, -0.20, -0.78], [-4.92, -0.41, -2.83], [-6.85, 0.90, -1.30], [3.05, 2.62, -2.04], [3.95, 3.97, 1.47], [3.25, -0.19, -1.80], [-6.56, 1.35, -2.58], [3.35, 0.22, 2.20], [-2.72, -1.06, 6.00], [5.73, 0.70, 2.09], [2.01, 0.42, -1.41], [7.15, 0.21, 2.20], [4.29, 0.57, -2.22], [-2.89, -3.25, 3.85], [3.08, 1.58, 1.86], [-1.71, 0.26, -2.60], [5.45, 2.03, 1.81], [4.67, -0.18, 2.30], [-3.31, -0.24, 3.14], [4.15, 2.50, 1.72], [-5.61, 0.69, -3.34], [-5.23, -0.85, -1.55], [4.20, 2.00, -2.34], [-3.98, 1.94, 2.28], [0.44, 3.95, -1.32], [-3.90, -1.12, -3.67], [1.88, 1.87, -1.63], [2.27, -0.78, 2.49], [-5.42, -1.76, 4.68], [-2.32, -0.23, 2.16], [-3.57, -2.05, -3.22], [4.91, 4.47, 1.45], [-7.61, 1.41, -0.71], [3.33, -1.26, -1.69], [-0.30, 4.10, -0.53], [-2.90, -1.78, 6.81], [1.67, 3.19, 1.66], [-5.86, -0.85, 5.08], [-1.65, -0.98, 5.85], [-4.73, -1.73, -1.15], [4.88, -1.21, 2.57], [2.70, -1.66, 2.96], [7.33, -0.21, 3.19], [-3.22, -4.04, 4.53], [-5.38, 1.04, -4.34], [1.34, 4.51, -1.09], [-2.83, 2.62, 0.57], [2.95, 3.68, -2.20], [-1.80, -3.27, 3.84], [1.50, -0.37, 3.13], [3.45, 4.16, 0.52], [-4.31, -1.35, -4.65], [6.27, 2.73, 1.68], [7.86, 1.01, 2.03], [1.78, -1.09, 1.57], [7.34, -0.58, 1.47], [-0.01, 4.33, -2.24], [-3.10, -0.09, 6.33], [-3.24, -3.52, 2.85], [3.35, 4.44, 2.26], [5.23, 0.09, -2.48], [-4.91, 0.95, 3.92], [-7.09, 2.20, -2.99], [-6.42, -0.57, 0.21], [5.05, 2.56, -2.69], [-5.63, -2.56, 5.39], [-4.63, 2.81, 2.32], [-5.92, -2.01, 3.75]],
  "e_tot_ev": -87658.4830,
  "homo_energy_ev": [-10.35, -10.41],
  "largest_force_ev_per_a": 0.62,
  "s_squared": 0.76,
  "charge": 1,
  "spin_multiplicity": 2,
  "orbital_gap_ev": [6.241, 6.250]
}

# 7
{
  "formula": "CH3N5O2",
  "method": "ωB97M-V with the def2-TZVPD basis set",
  "species": ["O", "O", "N", "N", "N", "N", "N", "C", "H", "H", "H"],
  "positions_angstrom": [[1.15, 1.62, 1.47], [1.47, -1.07, 0.49], [-1.47, -0.90, -1.22], [-1.38, 0.33, -0.80], [-0.41, -1.53, -0.90], [0.44, -0.64, -0.29], [-0.03, 1.57, 0.70], [-0.26, 0.54, 0.04], [1.09, -1.29, 1.42], [-2.18, 1.04, -0.96], [1.66, 0.84, 1.15]],
  "e_tot_ev": -12625.3109,
  "homo_energy_ev": -8.72,
  "largest_force_ev_per_a": 4.44,
  "charge": 0,
  "smiles": "O/N=c1/[nH]nnn1O",
  "orbital_gap_ev": 8.975
}